{
  "formula": "C36H90O24P6",
  "method": "the ωB97M-V functional and the def2-TZVPD basis",
  "elements": ["C", "C", "O", "P", "O", "O", "C", "C", "O", "C", "C", "H", "H", "H", "H", "H", "H", "H", "H", "H", "H", "H", "H", "H", "H", "H", "C", "C", "O", "P", "O", "O", "C", "C", "O", "C", "C", "H", "H", "H", "H", "H", "H", "H", "H", "H", "H", "H", "H", "H", "H", "H", "C", "C", "O", "P", "O", "O", "C", "C", "O", "C", "C", "H", "H", "H", "H", "H", "H", "H", "H", "H", "H", "H", "H", "H", "H", "H", "C", "C", "O", "P", "O", "O", "C", "C", "O", "C", "C", "H", "H", "H", "H", "H", "H", "H", "H", "H", "H", "H", "H", "H", "H", "H", "C", "C", "O", "P", "O", "O", "C", "C", "O", "C", "C", "H", "H", "H", "H", "H", "H", "H", "H", "H", "H", "H", "H", "H", "H", "H", "C", "C", "O", "P", "O", "O", "C", "C", "O", "C", "C", "H", "H", "H", "H", "H", "H", "H", "H", "H", "H", "H", "H", "H", "H", "H"],
  "positions_angstrom": [[9.98703, 7.53727, 4.92534], [11.31012, 7.60308, 5.61326], [11.48357, 8.87930, 6.24211], [11.88717, 10.22087, 5.38026], [12.59202, 9.77117, 4.17740], [12.65518, 11.26829, 6.34214], [13.78069, 10.91418, 7.11341], [15.26227, 11.03579, 6.44799], [10.40631, 10.83693, 5.04936], [10.27814, 11.78390, 3.96437], [10.59847, 13.12593, 4.62287], [9.80579, 6.50495, 4.62607], [9.10275, 7.86511, 5.47186], [10.00351, 8.16919, 4.03736], [11.39075, 6.83641, 6.38383], [12.21290, 7.43007, 5.02746], [13.94861, 11.51028, 8.01039], [13.61093, 9.85943, 7.32966], [16.11848, 10.61532, 6.97544], [15.12619, 10.52328, 5.49566], [15.61323, 11.99783, 6.07463], [11.04339, 11.54835, 3.22477], [9.34063, 11.73859, 3.41017], [10.34128, 13.88240, 3.88146], [10.21316, 13.16451, 5.64177], [11.64802, 13.26087, 4.88427], [-13.76857, -3.93272, 5.60753], [-13.48537, -2.93603, 4.39809], [-13.52466, -1.60484, 4.69119], [-12.35281, -0.62260, 5.06824], [-12.77760, 0.53922, 5.99074], [-11.11420, -1.54026, 5.56591], [-10.12137, -1.05962, 6.45830], [-9.26607, -2.14467, 7.12140], [-11.71102, -0.24921, 3.57535], [-12.30125, 0.65071, 2.74003], [-11.26825, 1.12899, 1.69001], [-14.23334, -4.84203, 5.22642], [-12.89789, -4.07141, 6.24846], [-14.63807, -3.49142, 6.09469], [-12.58096, -3.20522, 3.85249], [-14.40598, -2.94956, 3.81465], [-9.36440, -0.52556, 5.88395], [-10.59616, -0.49140, 7.25818], [-8.68324, -2.58306, 6.31132], [-8.80706, -1.60943, 7.95262], [-9.88335, -2.93915, 7.54075], [-13.25382, 0.27920, 2.36228], [-12.54433, 1.62395, 3.16642], [-10.29491, 1.36824, 2.11834], [-11.14660, 0.41664, 0.87401], [-11.65547, 1.96146, 1.10252], [-0.34899, -4.67087, 0.77761], [-0.58402, -3.16022, 0.90084], [0.03149, -2.49332, -0.13126], [-0.35311, -0.85526, -0.24375], [-0.68528, -0.14395, 1.05253], [1.04310, -0.30647, -0.95009], [2.18146, -0.09303, -0.22538], [3.27930, 0.58978, -1.03494], [-1.36574, -0.63647, -1.50450], [-2.70239, -1.15598, -1.57623], [-3.48726, -0.49463, -0.49559], [-0.62194, -5.11465, -0.17981], [0.73552, -4.73550, 0.86570], [-0.77888, -5.12066, 1.67259], [-1.56396, -2.69685, 0.78631], [-0.10130, -2.92213, 1.84867], [1.73988, 0.48521, 0.58624], [2.41924, -1.09331, 0.13656], [3.41535, 0.02226, -1.95555], [2.94288, 1.57836, -1.34739], [4.07400, 0.85039, -0.33591], [-3.07874, -0.84996, -2.55235], [-2.51391, -2.22394, -1.46649], [-3.49946, 0.55635, -0.78437], [-4.46927, -0.96548, -0.45012], [-3.01820, -0.54343, 0.48710], [3.69238, 11.10072, -4.52845], [3.30729, 9.76826, -5.18507], [2.02978, 9.99994, -5.95040], [1.72777, 8.87232, -7.25727], [2.73849, 8.90304, -8.31373], [1.66455, 7.51589, -6.41802], [2.11509, 6.41673, -7.18448], [1.30134, 5.22427, -6.83476], [0.13745, 9.09161, -7.55278], [-0.18947, 9.80087, -8.74313], [-0.89991, 8.87092, -9.64438], [3.77168, 11.88511, -5.28115], [2.84328, 11.37633, -3.90301], [4.57396, 11.16321, -3.89048], [4.07221, 9.63448, -5.95000], [3.15270, 8.85479, -4.61080], [1.93917, 6.56864, -8.24941], [3.19398, 6.30541, -7.07632], [0.70532, 5.27640, -5.92364], [0.52777, 5.00265, -7.57000], [1.91810, 4.32570, -6.81771], [-0.85494, 10.65982, -8.65677], [0.69063, 10.21016, -9.23911], [-1.72054, 8.34862, -9.15258], [-1.35259, 9.30214, -10.53726], [-0.22535, 8.13294, -10.07849], [-11.20843, -13.19846, -1.72775], [-12.36670, -12.55317, -0.97796], [-12.23196, -11.14805, -0.61123], [-11.06548, -10.61213, 0.39222], [-11.29488, -9.25126, 0.90609], [-9.65795, -10.86769, -0.42012], [-8.72207, -9.75523, -0.66390], [-8.14688, -9.26663, 0.70323], [-11.00692, -11.79900, 1.57294], [-12.06129, -11.72543, 2.51227], [-11.60099, -11.13651, 3.93194], [-10.95162, -12.51171, -2.53430], [-10.23179, -13.40997, -1.29241], [-11.58153, -14.11817, -2.17835], [-13.29197, -12.60130, -1.55211], [-12.45364, -13.18705, -0.09549], [-7.84691, -10.13795, -1.18898], [-9.15789, -8.94795, -1.25250], [-7.72531, -8.27375, 0.54649], [-8.90359, -9.33433, 1.48484], [-7.29040, -9.86317, 1.01735], [-12.89218, -11.07025, 2.25063], [-12.36806, -12.75030, 2.72117], [-10.83649, -11.71370, 4.45204], [-11.25536, -10.10783, 3.82971], [-12.40204, -10.95341, 4.64812], [8.73241, -4.17708, 0.00605], [9.75052, -4.97732, -0.78614], [9.28930, -4.85024, -2.04331], [9.73448, -5.95555, -3.12915], [9.85533, -7.35590, -2.63511], [8.72160, -5.81038, -4.35164], [7.35459, -6.10043, -4.15168], [6.59802, -4.83515, -4.65876], [11.11839, -5.33378, -3.70463], [11.22392, -4.42736, -4.84357], [11.86151, -5.05155, -6.13546], [8.94859, -3.11482, -0.10781], [7.67819, -4.29811, -0.24311], [8.91168, -4.35517, 1.06637], [10.75925, -4.56506, -0.76140], [9.68900, -6.03304, -0.52200], [7.19805, -7.01824, -4.71842], [7.00957, -6.27331, -3.13227], [5.52113, -4.99788, -4.70264], [6.82116, -3.91161, -4.12456], [6.91840, -4.71173, -5.69328], [10.30632, -3.93569, -5.16662], [11.86914, -3.58708, -4.58717], [12.87283, -5.44681, -6.03992], [11.13560, -5.63468, -6.70211], [12.03998, -4.41860, -7.00472]],
  "forces_ev_per_angstrom": [[-0.3, -0.2, -1.2], [0.6, 0.1, 0.6], [0.6, 2.5, 0.8], [-1.6, -2.0, -0.3], [0.6, 0.7, -0.2], [-1.3, 0.2, -0.9], [3.4, -0.9, 0.3], [-1.9, -0.3, -1.8], [1.1, -1.0, 0.5], [2.0, 0.6, 0.8], [0.2, -0.1, -0.6], [0.0, 0.0, -0.2], [0.4, 0.0, 0.6], [0.0, -0.1, -0.2], [-0.2, 0.3, 0.5], [-0.4, 0.0, -0.8], [-1.4, 0.1, 0.1], [0.5, 0.1, 0.6], [-0.6, -0.3, 0.5], [0.4, -0.5, -0.1], [-0.6, 0.6, 0.6], [0.1, -0.1, -0.1], [-0.4, -0.3, 0.9], [-0.3, 0.6, 0.7], [-1.1, 0.4, -0.4], [0.4, -0.4, -0.7], [-0.4, 1.7, -1.3], [-1.2, -3.1, 0.1], [0.8, 2.9, 1.9], [0.9, 2.8, 1.0], [1.3, -3.3, -2.9], [-1.6, -0.2, -0.5], [0.7, 0.0, 0.8], [-1.7, -0.2, -0.7], [0.1, -1.4, 3.3], [-0.1, 2.8, -1.8], [-0.8, -1.0, -1.1], [0.8, -0.3, -0.2], [-0.3, -0.1, 0.0], [0.4, 0.3, 0.7], [-0.2, -0.1, -0.2], [0.4, -1.1, -0.7], [-0.5, 0.8, 0.0], [0.0, 0.5, -0.4], [0.7, 0.0, 0.6], [0.8, -0.4, -0.3], [-0.1, 0.0, 0.1], [0.1, -0.2, -0.6], [-0.3, -0.2, 1.1], [-0.2, 0.0, 0.2], [0.4, -0.6, 0.3], [-0.1, 0.5, 0.5], [0.1, 1.1, 0.0], [-0.9, -0.8, 0.9], [1.3, 3.6, -2.3], [2.0, 1.1, -0.4], [0.4, -1.9, -2.5], [-4.8, -1.2, -2.4], [0.2, 0.1, 1.8], [-1.6, 0.5, 0.6], [2.5, 0.2, 1.1], [1.2, -0.3, 0.7], [-0.5, -0.1, 0.1], [-0.4, 0.0, 0.2], [0.1, -0.3, 0.0], [-0.1, -0.4, -0.4], [-1.0, -1.4, 1.4], [-0.4, 0.5, 0.2], [1.4, 0.4, 0.8], [1.0, 0.1, 0.4], [0.9, -0.1, 0.3], [-0.4, 0.0, -0.1], [0.6, -0.8, -0.5], [0.1, -0.5, 0.0], [-1.0, -0.3, -0.3], [-0.6, 0.1, 0.3], [-0.2, 0.4, 0.1], [0.0, -0.2, -0.1], [-1.5, -0.1, 0.5], [-0.1, 0.8, -2.0], [0.0, -2.0, -1.9], [-0.3, 2.2, 4.3], [-0.6, 0.2, -0.3], [0.1, 1.2, -0.4], [0.0, -0.7, -0.8], [-0.8, -1.7, 0.2], [2.0, 0.5, 0.3], [-0.3, 0.9, -1.3], [-0.5, -1.5, -1.4], [0.1, -0.2, -0.2], [0.0, 0.3, 0.2], [0.1, -0.7, -0.2], [0.1, -0.7, 0.0], [0.2, 0.4, 0.4], [0.2, 0.4, -0.1], [-0.1, -0.1, 0.3], [0.6, 0.3, 0.4], [0.1, 0.2, -0.3], [0.0, -0.1, 0.2], [0.1, 0.1, 1.3], [0.3, -0.2, 0.1], [0.1, 0.0, 0.3], [0.1, 0.7, 0.2], [0.1, -0.3, 0.3], [0.1, 1.0, -1.6], [0.8, -0.6, 0.9], [1.2, 0.0, 0.7], [0.5, -1.5, -0.1], [0.0, -0.9, -0.5], [-1.1, 0.7, 0.5], [0.6, -0.2, 1.9], [0.0, -0.2, -0.9], [0.4, 1.8, -2.0], [0.1, 0.5, 3.3], [0.1, 0.4, -0.9], [0.0, -0.1, -0.4], [-0.5, 0.1, 0.9], [0.0, 0.0, 0.0], [0.2, 0.1, 0.0], [-0.6, 0.5, 0.5], [-0.5, -0.5, -0.4], [-0.4, -0.2, 0.2], [-0.4, 0.3, 0.3], [0.1, 0.6, -0.1], [-0.1, -0.4, -0.1], [0.0, -0.3, -0.7], [-0.3, 0.1, -0.4], [0.0, -0.1, -0.3], [0.5, -0.1, -0.5], [-0.6, -0.7, -0.3], [1.1, 0.9, 1.5], [-0.8, -0.1, 2.5], [-1.0, -0.8, -5.2], [1.1, -0.9, -0.5], [0.0, 2.0, -0.2], [1.5, 0.6, 1.2], [-1.6, 1.2, -0.4], [0.1, -1.3, -0.9], [-0.9, 0.0, -1.0], [1.1, 0.4, -1.5], [-0.6, 0.0, -0.2], [0.0, 0.1, -0.2], [0.3, -0.6, -0.2], [-0.4, -0.1, 0.2], [0.1, -0.2, 0.6], [0.5, 0.0, 0.4], [-0.6, 0.2, -0.1], [0.8, -0.2, 0.3], [0.0, 0.0, 0.2], [0.1, -0.3, 0.3], [0.0, 0.3, -0.1], [-0.5, -0.5, 0.5], [0.1, -0.3, 0.7], [-0.4, -0.8, 0.5], [0.2, -1.3, 0.8], [-0.1, 1.6, 0.6]],
  "smiles": "CCOP(=O)(OCC)OCC.CCOP(=O)(OCC)OCC.CCOP(=O)(OCC)OCC.CCOP(=O)(OCC)OCC.CCOP(=O)(OCC)OCC.CCOP(=O)(OCC)OCC",
  "homo_lumo_gap_ev": 10.870,
  "multiplicity": 1,
  "e_lumo_ev": 0.533,
  "e_above_lowest_kcal_mol": 187.19
}